[1]
The following is a quantum chemistry calculation of a molecular structure, C49H45CdN9OS in a non-equilibrium geometry, from the OMol25 dataset.

ΔE to the lowest compared entry with this formula, charge and spin	2.9619	eV
LUMO (spin up / spin down)	-8.97 / -8.97	eV
E_HOMO (spin up / spin down)	-12.43 / -12.44	eV
molar mass	920.44	u
charge	+2

Last column: Löwdin charge in e.
Atoms and positions in Å:
Cd1 12.46 6.61 17.65  1.400
S1 17.23 1.73 16.51  1.036
O1 11.45 5.29 14.48  0.134
N1 8.99 7.12 16.06  0.144
N2 10.64 7.65 20.52  0.171
N3 13.80 4.58 17.11  -0.022
N4 8.82 9.16 14.96  0.122
N5 20.26 3.63 19.28  0.069
N6 12.15 6.21 14.31  0.274
N7 14.96 7.31 17.63  0.087
N8 10.58 8.75 16.55  0.139
N9 13.41 6.81 19.88  0.098
C1 13.00 11.60 16.20  -0.053
C2 12.52 10.81 14.04  -0.056
C3 9.30 7.74 20.72  -0.320
C4 19.35 2.74 19.72  -0.128
C5 9.47 8.36 15.91  -0.343
C6 11.30 6.69 21.14  -0.276
C7 8.30 4.29 18.27  -0.038
C8 18.43 2.09 18.90  -0.078
C9 17.75 7.56 17.81  -0.023
C10 18.43 2.41 17.54  -0.550
C11 10.66 4.67 18.31  -0.201
C12 14.20 3.72 18.09  -0.115
C13 6.37 9.62 15.32  -0.014
C14 15.94 2.83 16.71  -0.539
C15 10.51 5.80 17.58  -0.265
C16 15.27 2.83 17.93  -0.048
C17 4.77 8.88 13.64  -0.041
C18 11.72 9.80 14.65  -0.068
C19 6.77 5.74 16.89  -0.039
C20 12.17 10.70 16.83  -0.204
C21 5.82 8.32 12.91  -0.029
C22 14.55 4.62 15.99  -0.186
C23 14.77 6.55 22.39  -0.010
C24 8.62 6.78 21.44  -0.020
C25 10.69 5.77 22.01  -0.022
C26 8.69 8.99 20.20  -0.036
C27 9.53 3.88 18.71  -0.049
C28 7.13 8.37 13.39  -0.230
C29 14.79 6.78 19.99  -0.199
C30 9.31 5.77 22.07  -0.048
C31 5.05 9.49 14.88  -0.066
C32 11.44 9.76 16.02  -0.249
C33 19.29 3.38 17.06  -0.065
C34 13.40 6.52 22.28  -0.003
C35 13.20 11.72 14.83  -0.058
C36 17.10 7.79 16.62  -0.008
C37 11.79 10.83 18.27  -0.031
C38 8.19 7.89 12.45  -0.037
C39 15.62 7.11 18.81  -0.214
C40 20.19 3.96 18.00  -0.142
C41 12.76 6.66 21.05  -0.215
C42 15.47 6.64 21.20  -0.004
C43 17.00 7.20 18.93  0.002
C44 7.42 9.07 14.56  -0.199
C45 8.13 5.38 17.41  -0.199
C46 9.26 6.18 17.06  -0.236
C47 15.54 3.72 15.68  -0.036
C48 15.06 8.20 15.28  -0.043
C49 15.68 7.74 16.59  -0.315
H1 9.17 9.92 20.61  0.111
H2 11.26 8.93 14.12  0.101
H3 6.01 5.19 17.47  0.096
H4 17.80 1.28 19.29  0.111
H5 3.75 8.87 13.30  0.113
H6 16.09 3.74 14.69  0.139
H7 17.65 7.97 15.68  0.134
H8 13.57 12.35 16.78  0.134
H9 18.83 7.54 17.89  0.126
H10 9.13 7.92 12.98  0.046
H11 11.06 10.04 18.55  0.053
H12 4.24 9.92 15.48  0.116
H13 13.98 8.07 15.16  0.028
H14 8.73 5.04 22.63  0.127
H15 13.68 3.73 19.05  0.102
H16 15.61 2.15 18.76  0.126
H17 7.60 9.04 20.23  0.081
H18 11.66 4.37 18.70  0.054
H19 7.39 3.75 18.52  0.120
H20 11.30 11.78 18.42  0.089
H21 15.31 6.60 23.35  0.138
H22 12.65 10.83 18.93  0.084
H23 8.06 6.84 12.13  0.094
H24 13.93 12.42 14.43  0.123
H25 8.89 8.98 19.12  0.060
H26 9.75 2.98 19.28  0.112
H27 8.20 6.86 15.47  0.131
H28 6.57 10.13 16.26  0.117
H29 8.28 8.48 11.56  0.093
H30 17.50 7.10 19.90  0.110
H31 15.49 7.66 14.42  0.090
H32 20.99 4.62 17.64  0.118
H33 14.27 5.39 15.30  0.054
H34 11.27 5.01 22.52  0.121
H35 7.53 6.92 21.56  0.134
H36 15.22 9.29 15.13  0.100
H37 19.30 3.68 16.00  0.117
H38 19.39 2.51 20.78  0.114
H39 16.58 6.56 21.25  0.120
H40 9.30 10.03 14.84  0.134
H41 6.61 5.54 15.83  0.094
H42 12.63 10.73 12.98  0.102
H43 12.74 6.50 23.14  0.125
H44 5.70 7.91 11.93  0.119
H45 6.52 6.79 17.05  0.086

---

[2]
The following is a quantum chemistry calculation of a molecular structure, C49H46N5O5TeTi, from the OMol25 dataset.

ΔE to the lowest compared entry with this formula, charge and spin	1.3045	eV
LUMO (spin up / spin down)	2.12 / 2.12	eV
multiplicity	3
E_HOMO (spin up / spin down)	-1.92 / -4.57	eV
molar mass	960.40	u
charge	-1

Last column: Löwdin charge in e.
Atoms and positions in Å:
Te1 2.75 -2.75 -1.82  1.318
Ti1 -0.06 -1.12 0.46  1.094
O1 -1.03 -2.05 3.01  -0.032
O2 2.05 2.59 0.95  -0.056
O3 -0.01 0.71 0.08  -0.181
O4 -0.01 -3.10 0.60  -0.230
O5 2.00 -0.98 1.08  -0.099
N1 2.93 -0.58 3.10  0.103
N2 -2.13 -1.57 0.50  -0.081
N3 -0.24 -1.20 -1.73  0.033
N4 0.11 0.45 2.95  0.139
N5 -2.29 -2.92 0.85  0.084
C1 0.18 -0.36 -4.96  -0.033
C2 -0.02 1.59 -0.88  -0.287
C3 -0.67 1.52 3.00  -0.098
C4 0.72 0.86 5.22  -0.032
C5 0.08 3.88 -1.58  0.007
C6 1.77 -1.01 3.88  -0.096
C7 -0.47 -0.21 -2.55  -0.160
C8 4.05 0.21 1.10  0.020
C9 -2.12 -0.72 -4.36  -0.029
C10 0.99 3.25 0.69  -0.376
C11 -0.12 -5.83 1.08  -0.026
C12 -0.12 1.96 5.27  -0.066
C13 0.49 4.28 1.55  -0.192
C14 -0.17 -7.20 1.30  -0.098
C15 -0.81 -0.46 -3.99  -0.204
C16 -1.45 -0.83 -6.67  -0.094
C17 -0.38 1.20 -2.19  -0.083
C18 -2.51 -5.70 1.32  -0.031
C19 2.71 0.30 -1.96  -0.142
C20 -0.82 2.31 4.13  -0.041
C21 2.91 1.56 -2.51  -0.050
C22 0.77 5.58 3.60  -0.135
C23 -3.08 -0.94 2.61  -0.030
C24 3.14 -0.84 -2.63  -0.546
C25 -2.84 -0.72 1.26  -0.366
C26 -1.29 -5.07 1.08  -0.132
C27 -0.59 2.21 -3.15  0.011
C28 -0.47 6.20 3.41  -0.150
C29 -2.42 -1.73 4.90  -0.017
C30 -0.39 3.54 -2.86  -0.266
C31 -0.33 -2.56 -2.29  -0.272
C32 -2.44 -0.91 -5.70  -0.078
C33 3.97 0.56 -4.42  -0.110
C34 0.96 -3.01 -2.96  -0.459
C35 -1.39 -7.82 1.54  -0.116
C36 3.53 1.69 -3.74  -0.081
C37 -3.36 0.50 0.56  -0.025
C38 -0.76 4.92 1.38  -0.069
C39 0.30 2.93 -0.59  -0.091
C40 -0.62 4.61 -3.90  -0.060
C41 3.78 -0.70 -3.87  -0.168
C42 -0.14 -0.55 -6.30  -0.069
C43 2.90 -0.49 1.76  -0.469
C44 -1.22 5.85 2.28  -0.137
C45 0.81 0.14 4.04  -0.265
C46 -2.55 -7.06 1.55  -0.100
C47 -1.21 -3.60 0.84  -0.488
C48 -2.13 -1.63 3.42  -0.465
C49 1.24 4.65 2.71  -0.058
H1 4.84 0.46 1.80  0.081
H2 -0.19 2.56 6.17  0.104
H3 0.74 -7.78 1.30  0.094
H4 -3.47 -1.12 -5.99  0.100
H5 -1.39 4.65 0.53  0.097
H6 -3.79 1.22 1.26  0.076
H7 -0.56 -3.24 -1.48  0.086
H8 4.45 -0.43 0.31  0.083
H9 -2.03 -2.68 5.28  0.078
H10 -2.89 -0.78 -3.60  0.128
H11 -3.84 -0.35 3.12  0.096
H12 2.19 4.16 2.86  0.097
H13 -1.58 4.47 -4.41  0.073
H14 -1.45 3.19 4.10  0.106
H15 0.16 4.59 -4.66  0.074
H16 -0.90 1.94 -4.15  0.117
H17 3.67 2.67 -4.18  0.100
H18 0.63 -0.47 -7.05  0.103
H19 -2.55 0.99 0.01  0.066
H20 -1.43 -8.89 1.72  0.090
H21 -1.14 -2.64 -3.02  0.114
H22 3.64 1.13 0.67  0.070
H23 -0.62 5.60 -3.45  0.070
H24 4.46 0.65 -5.38  0.095
H25 0.31 4.91 -1.35  0.126
H26 -1.70 -0.97 -7.72  0.096
H27 1.31 0.56 6.08  0.104
H28 2.13 -1.37 4.85  0.123
H29 3.60 0.02 3.56  0.143
H30 -3.51 -7.54 1.74  0.093
H31 0.82 -5.32 0.90  0.109
H32 1.14 -2.48 -3.89  0.032
H33 -0.84 6.94 4.12  0.073
H34 0.89 -4.07 -3.19  0.046
H35 -1.20 1.77 2.08  0.107
H36 -2.19 6.32 2.12  0.086
H37 4.12 -1.58 -4.39  0.085
H38 2.56 2.43 -1.97  0.109
H39 -3.40 -5.09 1.33  0.105
H40 1.19 -0.12 -4.67  0.107
H41 -3.48 -1.65 5.13  0.069
H42 1.28 -1.83 3.36  0.112
H43 1.37 5.84 4.47  0.087
H44 2.21 0.22 -1.00  0.070
H45 -4.12 0.21 -0.17  0.079
H46 -1.89 -0.92 5.42  0.071